No. 1
Computed, not measured: the molecule C5H7N, with ωB97M-V/def2-TZVPD.

Summary:
- HOMO-LUMO gap: 8.171 eV
- Multiplicity: 1
- LUMO energy: 0.553 eV
- E: -6784.9411 eV
- HOMO level: -7.6 eV

Cartesian coordinates (Å):
C1 1.91459 0.21820 0.03754
C2 0.41476 0.12210 0.25810
C3 -0.36286 -0.96102 -0.35274
N1 -1.60047 -0.53402 -0.39541
C4 -1.71415 0.78630 0.09309
C5 -0.49578 1.33543 0.41254
H1 2.30368 1.02311 0.66480
H2 2.43862 -0.71215 0.29482
H3 2.14721 0.46291 -1.00485
H4 -0.07827 -1.94046 -0.72016
H5 -2.37881 -1.09683 -0.71806
H6 -2.71105 1.21161 0.12712
H7 0.18976 -0.00576 1.35117

Cartesian forces, eV/Å:
0.007 0.062 -0.013
0.165 -0.032 -0.140
-0.138 0.227 0.107
0.146 -0.078 -0.008
-0.043 0.289 -0.077
-0.226 -0.314 -0.082
-0.011 -0.095 -0.100
-0.160 0.171 -0.051
-0.090 -0.021 0.183
-0.046 0.126 0.117
0.084 0.016 0.063
0.166 -0.053 -0.075
0.145 -0.296 0.073

No. 2
Computed, not measured: a cluster of 2 separate species, C2H4FN3 in total at a distorted geometry, with ωB97M-V/def2-TZVPD.

Summary:
- HOMO-LUMO gap: 10.925 eV
- Multiplicity: 1
- LUMO energy: 1.127 eV
- E: -9323.1012 eV
- HOMO level: -9.8 eV

Cartesian coordinates (Å):
C1 -1.16340 -0.64500 -1.31618
C2 -0.91867 0.34220 -0.48883
N1 0.46086 -1.00591 1.49107
N2 1.27732 -0.23812 1.36012
N3 2.20156 0.44641 1.34335
F1 0.16986 1.12332 -0.64868
H1 -1.99955 -1.15030 -0.88575
H2 -0.52850 -0.99051 -2.21238
H3 -1.49086 0.77682 0.38043
H4 1.99139 1.34110 0.97685

Cartesian forces, eV/Å:
0.589 -0.291 -0.366
0.006 1.421 0.233
0.223 0.112 -0.111
-5.531 -4.857 0.957
5.671 3.355 0.112
0.586 0.529 -0.186
-0.648 -0.975 -0.764
-1.226 0.693 1.825
0.334 -1.192 -1.120
-0.004 1.206 -0.578

No. 3
Computed, not measured: the molecule C4H8O2 at a distorted geometry, with ωB97M-V/def2-TZVPD.

Summary:
- HOMO-LUMO gap: 9.724 eV
- Multiplicity: 1
- LUMO energy: 0.205 eV
- E: -8367.8875 eV
- HOMO level: -9.5 eV

Cartesian coordinates (Å):
C1 -0.11867 1.32321 -1.32945
C2 -0.78718 0.14550 -0.31941
O1 -1.52787 -0.96083 -0.78975
C3 0.57290 -0.12798 0.10997
C4 0.90578 -0.81149 1.80302
O2 0.38217 -1.84839 1.27168
H1 0.44191 1.01895 -2.22525
H2 -0.99259 1.88188 -1.64203
H3 0.51902 2.04649 -0.78159
H4 -1.46393 0.75532 0.28861
H5 -1.22593 -1.71902 -0.24575
H6 1.03768 -0.74459 -0.66102
H7 0.29889 -0.09076 2.36246
H8 1.95783 -0.86828 2.15850

Cartesian forces, eV/Å:
-0.786 -0.247 -0.120
0.845 1.033 -0.067
0.572 0.339 -0.442
0.188 -2.076 1.842
0.018 0.937 -0.881
-0.297 0.518 -0.601
-0.350 -0.406 0.437
-0.137 0.123 -0.252
-0.438 -0.636 0.052
0.480 -0.129 0.373
-0.019 0.515 -0.313
0.350 -0.037 0.297
-0.106 -0.230 0.264
-0.320 0.297 -0.587

No. 4
Computed, not measured: a structure of composition C5H10O2, with ωB97M-V/def2-TZVPD.

Summary:
- HOMO-LUMO gap: 9.302 eV
- Multiplicity: 1
- LUMO energy: 0.948 eV
- E: -9438.2573 eV
- HOMO level: -8.4 eV

Cartesian coordinates (Å):
C1 2.09942 0.39064 -0.65649
C2 1.00762 -0.55522 -0.18764
C3 0.37721 -0.11611 1.14209
O1 -0.80971 -0.90503 1.21168
C4 -1.57687 -0.78805 0.10135
C5 -2.27640 0.52717 -0.05486
O2 -0.02918 -0.55303 -1.14790
H1 2.51609 0.04589 -1.60613
H2 2.90700 0.44004 0.08189
H3 1.69123 1.39603 -0.80445
H4 1.41018 -1.57057 -0.06174
H5 0.15953 0.96038 1.13167
H6 0.98317 -0.35834 2.01823
H7 -0.85037 -1.30594 -0.90949
H8 -1.84498 1.37238 0.49605
H9 -2.36902 0.78832 -1.11105
H10 -3.29041 0.35671 0.32882

Cartesian forces, eV/Å:
0.059 0.033 0.007
0.185 0.043 0.108
0.194 0.159 -0.043
-0.158 -0.109 -0.064
-0.179 0.260 0.192
-0.029 0.051 0.002
-0.077 -0.107 0.042
-0.046 0.044 0.139
-0.089 0.005 -0.108
0.046 -0.139 0.030
-0.046 0.115 -0.009
0.019 -0.157 -0.020
-0.072 0.019 -0.147
0.125 0.027 -0.151
0.006 -0.174 -0.058
-0.007 -0.103 0.120
0.071 0.035 -0.040

No. 5
Computed, not measured: a structure of composition C15H20N2O5PbS5, with ωB97M-V/def2-TZVPD.

Summary:
- HOMO-LUMO gap: 7.772 eV
- Multiplicity: 1
- LUMO energy: -0.232 eV
- E: -88522.9387 eV
- HOMO level: -8.0 eV

Cartesian coordinates (Å):
Pb1 0.16354 -0.47521 0.09130
C1 -1.43848 2.94837 -1.53244
C2 -0.07642 2.46240 -2.03492
S1 -0.30554 1.12412 -3.23579
C3 1.31677 0.31222 -3.30259
C4 1.16341 -1.12270 -3.81384
S2 0.60377 -2.30021 -2.54607
C5 -1.05890 -2.82744 -3.06657
C6 -2.21349 -1.89631 -2.71378
S3 -2.38013 -1.80488 -0.91575
C7 -3.63534 -0.50367 -0.71063
C8 -3.35598 0.85843 -1.33385
S4 -2.24411 1.87309 -0.30733
H1 -2.13574 3.10019 -2.35807
H2 -1.31402 3.90991 -1.03644
H3 0.53602 2.09370 -1.21134
H4 0.44542 3.28580 -2.52320
H5 1.77087 0.31561 -2.30814
H6 1.96061 0.87278 -3.97930
H7 2.13736 -1.48663 -4.13015
H8 0.48261 -1.18155 -4.66649
H9 -1.18710 -3.79137 -2.56689
H10 -1.03765 -3.01676 -4.14120
H11 -3.14305 -2.28652 -3.13799
H12 -2.02946 -0.90413 -3.10662
H13 -3.73973 -0.43834 0.37340
H14 -4.56705 -0.89827 -1.11536
H15 -4.29800 1.39799 -1.43427
H16 -2.90961 0.76195 -2.31941
O1 3.79226 2.30742 2.11217
C9 2.70920 1.63423 1.69663
O2 2.36693 1.59369 0.54357
C10 1.96778 0.97998 2.82146
C11 2.44523 1.01333 4.11641
C12 1.70832 0.36993 5.10591
C13 0.53213 -0.25929 4.76317
C14 0.12587 -0.24398 3.43324
N1 0.83220 0.35595 2.48594
C15 -1.18838 -0.90889 3.02334
O3 -1.86682 -1.36831 3.92938
O4 -1.45633 -0.88360 1.76496
H17 4.21365 2.67422 1.32422
H18 3.36772 1.52683 4.34056
H19 2.05725 0.36766 6.13125
H20 -0.09488 -0.77204 5.48066
O5 3.29643 -1.56762 -0.84315
S5 2.84035 -2.41623 0.27070
N2 1.51031 -2.20427 0.87081

Cartesian forces, eV/Å:
-0.211 0.232 0.398
-0.001 -0.193 0.009
-0.059 -0.020 -0.157
-0.102 -0.152 0.055
-0.142 0.057 -0.024
-0.151 0.095 0.195
-0.101 -0.206 0.014
0.085 0.080 -0.026
-0.078 -0.155 0.039
0.038 0.086 0.007
0.089 -0.173 -0.018
0.103 0.094 0.075
0.081 -0.057 0.040
0.039 0.076 -0.038
0.017 0.027 0.004
0.019 0.121 0.023
0.039 0.046 0.054
0.045 -0.025 -0.073
0.075 -0.012 0.005
0.069 0.007 -0.069
0.061 0.043 0.000
-0.009 0.027 -0.071
-0.032 -0.006 0.024
0.051 -0.005 -0.011
0.041 0.121 -0.129
-0.040 0.035 0.009
-0.063 0.017 0.007
-0.041 -0.036 -0.029
-0.024 -0.014 -0.067
-0.048 -0.130 0.036
-0.192 0.037 0.227
-0.041 -0.046 -0.194
-0.023 -0.129 0.006
0.015 0.024 0.074
0.050 0.021 0.052
-0.017 -0.043 0.139
-0.026 0.069 -0.288
0.291 0.131 0.066
-0.138 -0.053 -0.122
-0.010 0.050 -0.281
0.317 -0.075 0.151
0.074 0.061 -0.117
0.004 -0.006 0.009
-0.006 0.008 -0.040
0.031 0.036 -0.050
-0.087 0.080 -0.026
0.160 -0.065 -0.061
-0.151 -0.079 0.177

No. 6
Computed, not measured: the molecule C3H7NO3 at a distorted geometry, with ωB97M-V/def2-TZVPD.

Summary:
- HOMO-LUMO gap: 9.248 eV
- Multiplicity: 1
- Structure (SMILES): O=NCCC(O)O
- LUMO energy: 0.178 eV
- E: -10853.0305 eV
- HOMO level: -9.1 eV

Cartesian coordinates (Å):
O1 -0.88619 -2.02878 2.34884
N1 -1.38268 -1.20380 1.55236
C1 -0.63891 -1.09801 0.26314
C2 -0.52737 0.37742 0.60335
C3 0.49124 0.94573 -0.73179
O2 0.18587 0.41362 -1.97137
O3 1.84109 0.70841 -0.48324
H1 0.31196 -1.62927 0.29469
H2 -1.31065 -1.29385 -0.57290
H3 -1.45649 0.93371 0.45652
H4 0.07672 0.66412 1.46723
H5 0.26771 2.01531 -0.73955
H6 0.74527 -0.37585 -2.06918
H7 2.28244 1.57125 -0.41809

Cartesian forces, eV/Å:
-1.144 2.338 -1.746
0.728 -4.762 1.733
-1.150 0.831 2.624
3.424 2.110 -5.202
-1.520 0.404 1.979
-0.333 -0.473 0.097
0.397 0.483 0.619
-0.193 -0.155 -0.153
0.219 0.145 0.026
0.204 -0.264 0.430
-0.471 -0.348 0.032
0.099 -0.001 -0.332
-0.229 0.283 -0.066
-0.030 -0.590 -0.039

- Look up the HOMO level of the second one.
  -9.8 eV

- Among the records above, which one has the highest HOMO level?
  C5H7N